1.
Density functional theory data (ωB97M-V/def2-TZVPD) for a molecular structure, C10H27BBr2F6NO14S2Zr.

The HOMO energy is -12.2 eV. Its calculated total energy is -8120.6737 hartree. The net charge is +1. The HOMO-LUMO gap comes out at 7.20 eV.

Each line ends with the natural charge from an NBO analysis.
Geometry (Å):
1 Zr -12.74594 1.47796 50.92048  2.31
2 C -13.74983 4.71732 48.06692  0.82
3 F -12.82158 4.29503 47.22983  -0.28
4 F -14.01034 5.98727 47.89409  -0.27
5 F -14.83208 3.98025 47.92853  -0.28
6 S -12.95985 4.54773 49.80957  2.16
7 O -11.65506 3.97285 49.60828  -0.91
8 O -13.02389 5.78116 50.51807  -0.84
9 N -13.82293 3.27248 50.64127  -1.28
10 S -15.31384 3.85614 51.04763  2.21
11 O -15.75306 4.96754 50.26325  -0.86
12 O -16.21592 2.74582 51.15305  -0.91
13 C -15.17469 4.51304 52.80739  0.75
14 F -16.28439 5.19245 53.03387  -0.27
15 F -15.14717 3.45329 53.64504  -0.33
16 F -14.09946 5.25532 53.00162  -0.30
17 C -12.25380 -0.07153 47.08111  -0.75
18 C -12.42292 0.44593 48.44548  0.85
19 O -12.54126 1.68442 48.69688  -0.71
20 O -12.27811 -0.20661 49.54553  -0.77
21 H -12.04610 0.69691 46.34040  0.27
22 H -13.01299 -0.74531 46.68926  0.29
23 H -11.32992 -0.66327 47.09937  0.27
24 B -14.80061 0.35853 51.00505  -0.59
25 H -14.50554 1.16949 51.78542  -0.02
26 H -14.15606 -0.57233 51.23102  0.03
27 H -15.94301 0.14790 50.82912  0.09
28 H -14.46935 0.88309 50.01422  0.03
29 Br -13.72926 -3.47529 47.41494  -0.02
30 C -13.00850 -3.57684 49.23534  -0.44
31 C -12.81774 -5.00924 49.63946  -0.45
32 Br -14.54799 -5.84692 50.04732  0.00
33 H -13.61604 -2.98638 49.91396  0.23
34 H -12.04181 -3.06659 49.22956  0.22
35 H -12.28484 -5.11977 50.58091  0.23
36 H -12.30680 -5.59115 48.87952  0.24
37 C -18.55243 -1.32386 47.79011  -0.63
38 C -17.84658 0.00787 47.92696  0.07
39 C -17.62281 0.80847 46.64780  -0.09
40 O -17.77371 2.16244 47.08895  -0.50
41 C -18.46467 2.17064 48.25795  0.97
42 O -18.77931 3.12891 48.87677  -0.55
43 O -18.75655 0.88979 48.60422  -0.51
44 H -18.84752 -1.68555 48.77170  0.23
45 H -17.93628 -2.01666 47.21160  0.22
46 H -19.46485 -1.24974 47.19386  0.23
47 H -16.94983 -0.09953 48.54336  0.17
48 H -18.40198 0.62897 45.90418  0.19
49 H -16.66441 0.63377 46.16338  0.20
50 O -12.20129 -0.22884 52.47320  -0.94
51 H -12.55801 -0.43999 53.34273  0.53
52 H -11.60257 -0.95328 52.24371  0.53
53 O -12.76652 2.31463 53.01423  -0.99
54 H -13.28134 1.80141 53.71110  0.55
55 H -12.53004 3.16147 53.41384  0.54
56 O -16.83899 0.30665 53.71628  -0.98
57 H -17.70070 -0.09693 53.85764  0.50
58 H -16.86164 0.64248 52.81019  0.50
59 O -14.25817 0.80206 54.56721  -0.98
60 H -14.00104 -0.08507 54.84037  0.49
61 H -15.20717 0.71729 54.33982  0.54
62 O -15.12144 -2.73990 52.08675  -0.95
63 H -14.90994 -1.92775 51.60870  0.47
64 H -16.08146 -2.75737 52.14396  0.48



2.
Density functional theory data (ωB97M-V/def2-TZVPD) for a molecular structure, C10H27Cl2FeOP.

Its spin multiplicity is 6. The HOMO energy (spin up / spin down) is -0.4 / -4.7 eV. Its calculated total energy is -2997.8427 hartree. The net charge is -1. As for the expectation value of S²: 8.769. The HOMO-LUMO gap (spin up / spin down) comes out at 3.48 / 7.72 eV. The calculation puts the energy relative to the best compared isomer or geometry (same formula, charge and spin) at 0.548 eV.

Each line ends with the natural charge from an NBO analysis.
Geometry (Å):
1 Fe 0.10769 0.34656 2.01374  0.99
2 Cl -1.38523 1.82841 2.32848  -0.66
3 Cl 1.11081 -1.51713 2.74342  -0.73
4 H -0.81954 -0.53885 1.15032  -0.38
5 H 1.14117 0.59237 0.72749  -0.29
6 P 0.02302 0.29727 -0.43165  1.09
7 C 0.27794 1.98464 -1.19362  -0.55
8 C 1.08765 -0.84984 -1.35277  -0.59
9 C -1.75640 -0.15696 -0.89086  -0.56
10 C 1.30309 2.76587 -0.34058  -0.62
11 H -0.71260 2.46247 -1.11223  0.22
12 C 0.67757 1.97982 -2.67096  -0.62
13 H 1.71619 1.66273 -2.81551  0.20
14 H 0.62434 3.00449 -3.05095  0.20
15 H 0.02472 1.38166 -3.32320  0.21
16 H 0.88069 2.95326 0.66581  0.24
17 H 1.56710 3.72429 -0.81290  0.19
18 H 2.23791 2.17823 -0.22521  0.21
19 H -2.35873 0.64444 -0.42389  0.23
20 C -2.26571 -1.51638 -0.31266  -0.64
21 C -2.01691 -0.07350 -2.40695  -0.62
22 H -1.94378 0.95083 -2.79895  0.20
23 H -3.03810 -0.39642 -2.65224  0.19
24 H -1.34068 -0.71767 -3.00237  0.19
25 H -1.58602 -1.99131 0.41090  0.25
26 H -2.44531 -2.26790 -1.09746  0.18
27 H -3.20844 -1.37220 0.23646  0.21
28 C 2.55279 -0.62098 -0.96088  -0.62
29 H 0.95762 -0.60479 -2.41102  0.21
30 C 0.72022 -2.31831 -1.16951  -0.61
31 H 2.95683 0.33399 -1.32292  0.20
32 H 3.19742 -1.42939 -1.33142  0.20
33 H 2.64579 -0.65127 0.13297  0.25
34 H 0.73903 -2.55211 -0.10023  0.24
35 H 1.46631 -2.96066 -1.65378  0.20
36 H -0.25462 -2.60306 -1.58443  0.21
37 C -0.81365 -0.75285 5.22211  -0.29
38 O 0.35072 0.05911 5.51613  -0.75
39 H -1.64977 -0.18423 4.72376  0.18
40 H -1.16055 -1.19425 6.16460  0.15
41 H -0.61642 -1.60529 4.52586  0.20
42 H 1.00581 -0.27509 4.88710  0.48



3.
Density functional theory data (ωB97M-V/def2-TZVPD) for a molecular structure, C10H27ClFN2O3Pd.

Its spin multiplicity is 4. The HOMO energy (spin up / spin down) is -8.2 / -8.3 eV. Its calculated total energy is -1420.1698 hartree. As for the expectation value of S²: 3.761. The HOMO-LUMO gap (spin up / spin down) comes out at 8.42 / 5.42 eV.

Each line ends with the natural charge from an NBO analysis.
Geometry (Å):
1 Pd 1.05888 -0.36784 0.58239  1.26
2 Cl 3.32443 1.00600 0.34616  -0.71
3 F 1.90058 -1.46755 2.33323  -0.79
4 C -2.36529 -3.30197 -0.26455  -0.64
5 C -2.19004 -2.05199 0.55018  -0.14
6 O -1.03569 -1.34242 0.14328  -0.31
7 H -1.99865 -3.18368 -1.28420  0.22
8 H -3.37433 -3.70207 -0.36380  0.23
9 H -1.80850 -4.20547 -0.01602  0.23
10 H -2.04156 -2.42403 1.56391  0.19
11 H -3.07035 -1.41208 0.48951  0.22
12 C -2.51230 1.84194 1.93106  -0.63
13 C -1.08689 2.06121 1.28451  -0.06
14 C -0.52115 3.52131 1.17315  -0.07
15 O 0.07914 3.83242 2.37280  -0.57
16 C 0.71229 5.10745 2.45931  -0.26
17 N -0.14142 1.12898 1.93012  -0.82
18 H -2.59392 0.75727 2.00127  0.20
19 H -3.32695 2.28627 1.35921  0.22
20 H -2.55983 2.32537 2.90684  0.22
21 H -1.03395 1.66728 0.26956  0.18
22 H -1.17929 4.37081 0.99059  0.18
23 H 0.24577 3.40823 0.40689  0.18
24 H 0.00997 5.89770 2.19405  0.16
25 H 1.65160 5.14808 1.90781  0.20
26 H 0.66684 5.29387 3.53229  0.21
27 H 0.27506 1.77720 2.58316  0.41
28 H -0.74280 0.66877 2.59843  0.37
29 C 1.14575 -0.85993 -3.90409  -0.62
30 C 1.05176 -1.18439 -2.45270  -0.09
31 C 2.36770 -1.76945 -1.84224  -0.07
32 O 2.14778 -2.29480 -0.58140  -0.53
33 C 1.51267 -3.57037 -0.53409  -0.26
34 N 0.77188 -0.03928 -1.67813  -0.83
35 H 0.97950 -1.70406 -4.57334  0.23
36 H 2.03567 -0.30376 -4.19874  0.22
37 H 0.26966 -0.21739 -3.99184  0.20
38 H 0.30902 -1.97631 -2.35626  0.19
39 H 3.22167 -1.09226 -1.85866  0.23
40 H 2.65906 -2.67573 -2.37314  0.16
41 H 0.65536 -3.67651 -1.19881  0.15
42 H 1.27006 -3.74050 0.51486  0.23
43 H 2.14119 -4.41206 -0.82498  0.18
44 H 1.28325 0.70363 -2.13275  0.39
45 H -0.16361 0.17211 -1.99480  0.37



4.
Density functional theory data (ωB97M-V/def2-TZVPD) for a molecular structure, C10H27ClIO2P2ReS.

Its spin multiplicity is 4. The HOMO energy (spin up / spin down) is -18.3 / -18.8 eV. Its calculated total energy is -2463.6142 hartree. The net charge is +3. As for the expectation value of S²: 3.775. The HOMO-LUMO gap (spin up / spin down) comes out at 6.46 / 4.65 eV.

Each line ends with the natural charge from an NBO analysis.
Geometry (Å):
1 C 5.11814 -2.64343 1.58119  -0.80
2 C 3.66252 -2.72109 1.60190  0.82
3 H 5.61003 -3.48819 2.10149  0.36
4 H 5.41922 -1.68919 2.05495  0.32
5 H 5.44355 -2.64208 0.52262  0.32
6 O 2.72052 -3.33077 1.98632  -0.27
7 I 2.97791 -0.66265 -0.01608  0.35
8 Re 0.90811 0.80513 -0.36992  0.62
9 P 0.64255 -0.95185 -2.16558  1.09
10 C -0.78707 -2.06986 -2.02869  -0.94
11 C 0.37648 -0.06794 -3.72826  -0.94
12 H 0.68929 -0.73651 -4.53661  0.28
13 H 1.58730 -2.60319 -3.64839  0.30
14 H 0.97147 0.85183 -3.76229  0.28
15 H 2.86697 -1.62075 -2.90463  0.26
16 H -1.70537 -1.49555 -2.19357  0.27
17 H -0.68737 0.16477 -3.83356  0.27
18 C 1.92573 -2.14071 -2.71299  -0.94
19 H -0.67252 -2.83598 -2.80702  0.28
20 H 2.06808 -2.92467 -1.96398  0.25
21 H -0.81603 -2.55534 -1.04572  0.26
22 P 0.60738 1.48051 1.80285  1.09
23 C -0.66339 0.78845 2.90466  -0.95
24 C 2.06810 1.40310 2.89704  -0.94
25 H 0.90658 3.80520 1.14353  0.28
26 H 0.31957 3.61130 2.82296  0.28
27 H -0.81916 3.38903 1.44593  0.26
28 C 0.21331 3.25307 1.79173  -0.93
29 H 2.94035 1.88076 2.44026  0.27
30 H 1.80615 1.93389 3.81782  0.28
31 H -0.26161 0.89342 3.91827  0.28
32 H -0.82988 -0.27080 2.69639  0.26
33 H 2.30001 0.35991 3.12053  0.24
34 H -1.61231 1.32852 2.83005  0.27
35 Cl 2.78281 2.36491 0.00778  -0.11
36 C -3.20822 0.65321 0.76014  -0.70
37 S -1.82424 0.54516 -0.42039  0.35
38 C -2.41097 1.84407 -1.55195  -0.71
39 O 0.44937 2.06081 -1.49018  -0.51
40 H -4.10628 0.57990 0.13599  0.28
41 H -3.14126 1.62882 1.25333  0.24
42 H -3.15409 -0.18069 1.46862  0.26
43 H -2.23587 2.81247 -1.06749  0.25
44 H -1.87127 1.78467 -2.50333  0.26
45 H -3.48132 1.64113 -1.69132  0.27